No. 1
The following is a DFT calculation (wB97M-V/def2-TZVPD) of a structure of composition C41H49BF3N6O2PZn.

```
104
C41H49BF3N6O2PZn (wB97M-V/def2-TZVPD)
Zn 0.25589 -0.39112 -0.06660
C 3.48138 -4.05896 1.82574
C 2.69540 -2.80708 2.01039
C 2.82005 -1.87095 3.00919
C 1.90446 -0.86715 2.70879
N 1.24736 -1.17502 1.57259
N 1.73408 -2.38784 1.17859
B 1.26247 -3.09512 -0.09901
N 1.68353 -2.35367 -1.37692
N 1.22272 -1.10935 -1.71439
C 1.89389 -0.75981 -2.82833
C 2.75350 -1.78697 -3.20262
C 2.61412 -2.76328 -2.24706
C 3.36642 -4.04354 -2.13184
C 1.74204 0.48848 -3.59582
C 1.24746 1.66022 -3.05028
C 1.14662 2.81556 -3.81309
C 1.54022 2.81682 -5.14063
C 2.04370 1.65005 -5.69902
C 2.14310 0.50216 -4.93425
N -0.26605 -3.27365 -0.05583
N -1.15797 -2.24172 -0.09272
C -2.37151 -2.81978 -0.07966
C -2.24562 -4.21040 -0.00982
C -0.89513 -4.46004 -0.00603
C -0.20319 -5.78173 0.04740
C -3.66999 -2.12692 -0.17656
C -3.77210 -0.81670 -0.61248
C -5.00682 -0.21078 -0.78846
C -6.17179 -0.90509 -0.50204
C -6.08463 -2.21106 -0.03925
C -4.84888 -2.81557 0.11622
C 1.68544 0.32571 3.54365
C 2.38851 0.47771 4.73923
C 2.20071 1.59443 5.53529
C 1.30088 2.58168 5.15819
C 0.59454 2.43674 3.97456
C 0.79167 1.31633 3.18352
H 4.12524 -4.20255 2.69119
H 4.11434 -3.98713 0.94243
H 2.84098 -4.93376 1.71898
H 3.51690 -1.91142 3.82545
H 1.76018 -4.17258 -0.12394
H 3.44326 -1.80572 -4.02621
H 3.98058 -4.17443 -3.02058
H 2.70365 -4.90255 -2.03676
H 4.02590 -4.02023 -1.26535
H 0.96237 1.66989 -2.00894
H 0.76757 3.72523 -3.36746
H 1.46433 3.71967 -5.73175
H 2.36061 1.63383 -6.73341
H 2.52433 -0.39985 -5.39061
H -3.02315 -4.95245 -0.00286
H -0.95209 -6.56991 0.09837
H 0.43944 -5.86078 0.92388
H 0.41523 -5.95009 -0.83358
H -2.85905 -0.29297 -0.83760
H -5.07145 0.80466 -1.16170
H -7.13620 -0.43418 -0.63817
H -6.98344 -2.76483 0.19785
H -4.80942 -3.83342 0.47680
H 3.09758 -0.27420 5.05187
H 2.76561 1.69691 6.45239
H 1.15890 3.45840 5.77581
H -0.09860 3.21060 3.66619
H 0.26629 1.19630 2.25242
F 2.17472 1.27748 0.15978
C 3.53866 1.47442 0.31807
F 3.87780 2.30409 -0.68387
F 3.64134 2.16520 1.46188
C 4.37750 0.14656 0.30117
O 5.50249 0.31247 0.76359
O 3.77806 -0.83573 -0.16349
C -2.68125 3.55822 -1.55924
C -2.36076 2.10326 -1.21304
C -2.08279 1.32399 -2.50647
P -1.10021 1.80750 0.13659
C -2.10587 1.61113 1.70810
C -3.50583 2.23108 1.66548
C -2.18095 0.17795 2.25492
C -0.15013 3.37790 0.51949
C 0.73683 3.94874 -0.58450
C -0.95505 4.52273 1.14698
H -3.42573 3.56429 -2.35862
H -1.80942 4.09187 -1.92949
H -3.09668 4.11151 -0.71929
H -3.26034 1.69436 -0.75778
H -1.44466 1.89722 -3.17348
H -3.02515 1.14055 -3.02710
H -1.60196 0.35741 -2.34540
H -1.52126 2.18659 2.42460
H -4.21261 1.56707 1.16550
H -3.53727 3.20111 1.17218
H -3.86533 2.37078 2.68724
H -3.03959 -0.35373 1.84547
H -2.29281 0.20848 3.34026
H -1.29295 -0.42016 2.04856
H 0.53614 3.00565 1.28114
H 0.15311 4.45931 -1.34854
H 1.37343 3.20863 -1.05190
H 1.39700 4.69447 -0.13719
H -1.48737 5.09816 0.39016
H -0.24883 5.20338 1.62766
H -1.66870 4.21109 1.90525
```

**Total charge**: 0
**Kohn-Sham gap**: 8.38 eV
**E_HOMO**: -8.02 eV
**ΔE to the lowest compared entry with this formula, charge and spin**: 5.5 kcal per mole
**2S+1**: 1

---

No. 2
The following is a DFT calculation (wB97M-V/def2-TZVPD) of a structure of composition C41H49BaN10O2S2Te at a distorted geometry.

```
106
C41H49BaN10O2S2Te (wB97M-V/def2-TZVPD)
Ba 0.82292 0.73190 -2.21295
S -0.03293 -2.37030 -3.88441
C -1.63437 -2.34728 -4.24466
C -2.24271 -3.30115 -5.14099
N -2.83448 -4.18716 -5.67086
C -2.59030 -1.49104 -3.63270
S -2.35346 -0.72327 -2.20971
C -3.91881 -1.29592 -4.12914
N -4.99800 -1.15920 -4.56797
C -1.38677 4.84925 -3.72157
C -0.18700 3.99698 -4.10777
O 0.26574 3.14401 -3.27571
N 0.30648 4.14391 -5.32396
C 1.57806 3.65610 -5.75992
C 1.56896 2.74353 -7.00726
C 0.45561 2.39326 -7.78110
C 0.67257 1.66674 -8.93749
C 1.96946 1.27825 -9.30601
C 3.03029 1.74298 -8.49917
N 2.80958 2.39870 -7.39249
H -1.20660 5.55821 -2.87483
H -2.11046 4.14705 -3.29508
H -1.84296 5.34776 -4.58024
H -0.14537 4.90621 -5.78749
H 1.83727 3.04298 -4.93252
H 2.30840 4.47822 -5.97410
H -0.53396 2.70588 -7.43935
H -0.22974 1.38790 -9.43963
H 2.14526 0.88059 -10.29531
H 4.05624 1.45859 -8.69442
C 6.02600 1.96497 0.40112
N 4.72692 2.24721 -0.18225
C 4.47738 3.60850 -0.53334
C 3.92687 1.17482 -0.38921
N 2.62022 1.25728 -0.30723
N 4.64967 0.03644 -0.77926
C 3.96538 -1.17023 -1.10762
N 4.81202 -2.16892 -0.83728
N 2.78185 -1.24616 -1.61285
H 6.45955 2.84320 0.89053
H 6.72342 1.69869 -0.37655
H 5.96285 1.18417 1.18762
H 5.44473 3.99660 -0.80275
H 4.14968 4.19357 0.34199
H 3.80061 3.66554 -1.39971
H 2.32164 2.21955 0.03558
H 5.71897 0.13819 -0.84779
H 5.63026 -2.01879 -0.24998
H 4.31739 -3.02270 -0.44237
H 2.56665 -2.21185 -1.79162
H 3.35542 -4.19357 -0.27050
C 3.53716 -5.57181 4.02948
C 2.49770 -4.49685 3.82099
C 2.57865 -3.20354 4.35030
C 1.69449 -2.24924 3.94450
C 1.99769 -0.81219 4.26552
C 0.60283 -2.53092 3.10350
Te -1.09341 -0.95612 3.09390
N -0.67371 -0.23586 1.28788
C -0.81522 1.07837 0.94723
O -0.40791 1.52899 -0.16921
C -1.40208 2.19497 1.73721
C -2.36622 2.95515 1.12099
C -3.03592 3.94590 1.76179
C -2.76023 4.12626 3.18629
C -1.79254 3.36789 3.78634
C -1.11567 2.37030 3.08461
C -3.36235 -1.49125 3.66930
C -3.92383 -0.82361 4.77610
C -2.99762 -0.03700 5.65461
C -5.21096 -1.10914 5.27374
C -6.07350 -1.83975 4.40880
C -7.57937 -1.92502 4.74558
C -5.57282 -2.32526 3.23410
C -4.25717 -2.09685 2.75869
C -3.86635 -2.41774 1.34335
C 0.51663 -3.75537 2.51511
C -0.34821 -4.06861 1.35192
C 1.35713 -4.76102 3.02172
H 4.13329 -5.76381 3.11639
H 3.05603 -6.54381 4.25834
H 4.26810 -5.36415 4.78795
H 3.38181 -2.97151 5.06737
H 2.99094 -0.63763 4.72992
H 1.26336 -0.29578 4.92425
H 2.11370 -0.21825 3.32610
H -2.58103 2.69402 0.07791
H -3.82843 4.56334 1.36321
H -3.35638 4.84080 3.71889
H -1.49670 3.55356 4.78997
H -0.37786 1.78386 3.59285
H -2.49380 0.72283 5.06712
H -2.15957 -0.59057 6.11013
H -3.48817 0.52493 6.45185
H -5.54662 -0.77040 6.23542
H -7.84844 -2.56186 5.62686
H -8.00084 -2.34034 3.76506
H -8.05789 -0.96067 4.85952
H -6.29416 -2.84797 2.56777
H -4.67884 -2.28786 0.59270
H -3.58000 -3.45765 1.25543
H -3.07022 -1.76247 1.04671
H -0.22344 -3.26723 0.60508
H -1.43403 -4.08502 1.54285
H 0.03810 -5.02154 0.90364
H 1.12749 -5.77573 2.70468
```

**Total charge**: -2
**Kohn-Sham gap (spin up / spin down)**: 2.97 / 2.98 eV
**Expectation value of S²**: 0.77
**E_HOMO (spin up / spin down)**: -0.25 / -0.25 eV
**ΔE to the lowest compared entry with this formula, charge and spin**: 52.2 kcal per mole
**2S+1**: 2

---

No. 3
The following is a DFT calculation (wB97M-V/def2-TZVPD) of a structure of composition C41H49Br2MgN5O4SSb at a distorted geometry.

```
104
C41H49Br2MgN5O4SSb (wB97M-V/def2-TZVPD)
Mg 0.66857 0.28629 -0.87908
C 1.34137 -2.26451 -3.06208
O 1.65387 -1.44781 -1.94508
C 2.78827 -1.78421 -1.26608
C 3.42897 -3.00641 -1.36858
C 4.56047 -3.24681 -0.59898
Br 5.41317 -4.93371 -0.76898
C 5.04977 -2.31241 0.28402
C 4.39717 -1.08381 0.41142
C 3.28517 -0.80481 -0.39848
O 2.64137 0.38069 -0.35088
C 4.76367 -0.12191 1.43132
N 4.10907 1.01179 1.59512
C 4.64507 1.61779 2.70002
C 4.31057 2.80859 3.33382
C 5.03067 3.15269 4.45692
C 6.06417 2.34659 4.94542
C 6.40777 1.15719 4.33632
C 5.68407 0.80309 3.20842
N 5.73347 -0.28711 2.37662
H 0.95907 -3.24271 -2.75448
H 2.22767 -2.39211 -3.69308
H 0.57017 -1.74441 -3.63298
H 3.05667 -3.79021 -2.00518
H 5.92407 -2.54101 0.87262
H 3.06727 0.88999 0.42632
H 3.51217 3.42409 2.95102
H 4.79127 4.06649 4.97702
H 6.59937 2.66729 5.82382
H 7.19377 0.53309 4.73202
H 6.34577 -1.07611 2.49452
C -1.90213 -1.75361 6.95832
C -1.46163 -1.69281 5.53152
C -2.30553 -2.08321 4.49552
C -1.88813 -2.02451 3.17432
C -0.61083 -1.57421 2.89482
C 0.25027 -1.19991 3.91162
C -0.17723 -1.25351 5.22392
S -0.02263 -1.31021 1.23592
O 1.42097 -1.38831 1.26122
O -0.65853 -2.22431 0.31762
N -0.45733 0.14419 0.75202
C -0.09423 1.30859 1.32102
C -0.45643 1.73449 2.61182
C -0.17863 3.03199 2.97192
C 0.45147 3.88179 2.06202
C 0.82327 3.36719 0.83702
N 0.57107 2.11219 0.47802
H -2.98293 -1.68511 7.03792
H -1.44853 -0.95081 7.53472
H -1.58863 -2.69721 7.40552
H -3.30203 -2.42691 4.72532
H -2.53343 -2.33611 2.36652
H 1.24487 -0.87371 3.64982
H 0.47877 -0.94161 6.02102
H -0.96773 1.05619 3.27672
H -0.45473 3.39399 3.94912
H 0.63397 4.91279 2.31472
H 1.34637 3.98719 0.11792
C -2.44413 4.48209 -3.26798
C -1.18263 3.68279 -3.33618
C -0.31563 3.80409 -4.42038
C 0.81637 3.01159 -4.48148
C 1.03407 2.11519 -3.44768
Br 2.58407 1.04559 -3.46768
N 0.22747 1.96329 -2.41358
C -0.85003 2.74429 -2.35928
H -2.41373 5.31319 -3.96888
H -2.62493 4.86449 -2.26658
H -3.29013 3.85009 -3.54048
H -0.51743 4.51369 -5.20878
H 1.51667 3.07429 -5.29898
H -1.47573 2.62089 -1.48598
C -2.28993 -3.99301 -1.46078
C -2.27083 -3.01271 -2.62258
C -3.54183 -3.16751 -3.44038
Sb -1.86513 -0.90251 -1.94358
C -3.42123 -0.53921 -0.40538
C -4.76113 -1.21741 -0.65108
C -3.59253 0.95569 -0.17588
C -2.69643 0.27549 -3.68668
C -4.19393 0.26499 -3.91558
C -1.93413 -0.10081 -4.94658
H -2.21593 -5.01201 -1.83968
H -3.22683 -3.91271 -0.91468
H -1.47703 -3.82251 -0.76338
H -1.40653 -3.23181 -3.26098
H -4.40823 -2.83021 -2.87928
H -3.68083 -4.22301 -3.67538
H -3.48653 -2.62111 -4.37688
H -2.94823 -0.97441 0.47622
H -5.22333 -0.87011 -1.57378
H -5.44623 -0.99481 0.17042
H -4.64383 -2.29751 -0.69578
H -3.89703 1.46969 -1.08928
H -2.66483 1.39369 0.19452
H -4.36993 1.13519 0.56962
H -2.40713 1.30039 -3.43228
H -4.56713 -0.73001 -4.12648
H -4.43853 0.89889 -4.76848
H -4.71993 0.66279 -3.05288
H -2.11683 -1.13541 -5.22548
H -0.85803 0.03929 -4.81238
H -2.24753 0.52689 -5.78158
```

**Total charge**: +1
**Kohn-Sham gap**: 8.11 eV
**E_HOMO**: -10.23 eV
**ΔE to the lowest compared entry with this formula, charge and spin**: 17.3 kcal per mole
**2S+1**: 1

---

No. 4
The following is a DFT calculation (wB97M-V/def2-TZVPD) of a cluster of 4 separate species, C41H49NO15P2 in total at a distorted geometry.

```
108
C41H49NO15P2 (wB97M-V/def2-TZVPD)
C -3.96345 -3.75428 1.00281
C -3.97078 -4.22494 2.44573
O -3.76883 -3.43387 3.31569
N -4.24081 -5.60034 2.78764
C -5.20046 -6.14269 1.81386
C -3.01114 -6.41532 2.72048
C -1.79799 -5.77157 3.41776
C -0.85596 -5.16096 2.35839
C 0.05321 -4.05553 2.93115
C 0.18633 -2.82450 2.06254
C 0.03488 -2.98303 0.69226
C 0.14386 -1.91476 -0.17479
C 0.42678 -0.64353 0.32737
C 0.61898 -0.42576 1.70831
C 0.96554 0.96481 2.19568
C -0.25024 1.79237 2.58969
C -1.27192 1.33818 3.42188
C -2.36293 2.14437 3.73046
C -2.45684 3.43551 3.20552
C -3.65930 4.28489 3.52457
C -1.42898 3.89489 2.39334
C -0.33906 3.09013 2.08598
C 0.48948 -1.53702 2.57411
P 0.68272 -1.46594 4.38545
O -0.57952 -1.84152 5.02186
O 1.82884 -2.50906 4.81668
O 1.14856 -0.03140 4.90910
C 0.51370 0.43947 -0.68203
O 0.17070 1.57843 -0.49317
C 1.00709 0.07080 -2.03570
C 0.71835 -1.20579 -2.51237
C 1.09171 -1.61768 -3.78605
C 1.78250 -0.74836 -4.60895
C 2.09131 0.52691 -4.13431
C 1.71352 0.95622 -2.86208
P 2.17520 2.64668 -2.35080
O 3.05085 2.69219 -1.18258
O 2.91060 3.26300 -3.64421
O 0.86836 3.56560 -2.24650
C -0.01962 -2.14990 -1.63272
O -0.66780 -3.06212 -2.05962
H -3.43356 -2.80970 0.99171
H -3.41869 -4.45156 0.36646
H -4.97178 -3.62727 0.62579
H -6.05289 -5.47952 1.70223
H -5.57486 -7.10520 2.15312
H -4.76586 -6.28861 0.81925
H -3.22254 -7.37447 3.18988
H -2.75863 -6.64561 1.67737
H -2.12756 -5.00300 4.10903
H -1.28704 -6.57583 3.93763
H -0.22188 -5.97102 2.00217
H -1.48273 -4.81721 1.54370
H 1.05733 -4.46904 3.04141
H -0.28145 -3.81751 3.93240
H -0.18313 -3.94723 0.26439
H 1.72711 0.94484 2.96555
H 1.41291 1.47741 1.35434
H -1.22788 0.33865 3.82907
H -3.11926 1.73673 4.38641
H -3.75344 5.06646 2.77465
H -4.56921 3.69471 3.48630
H -3.54639 4.75459 4.49952
H -1.46781 4.89170 1.99119
H 0.45386 3.44420 1.44926
H 2.65624 -2.37078 4.33349
H 2.10813 0.02063 5.01277
H 0.82831 -2.60270 -4.13856
H 2.08791 -1.00505 -5.60916
H 2.61974 1.21536 -4.77305
H 2.22457 3.65752 -4.19985
H 0.10083 2.99882 -2.40370
O 3.01070 -2.47923 -7.34886
C 4.09481 -2.01259 -7.54784
C 4.71326 -1.64441 -8.88262
C 6.19203 -1.49173 -8.52980
C 6.12307 -1.05940 -7.07113
O 4.94670 -1.70041 -6.54463
H 4.27179 -0.70627 -9.22187
H 4.53226 -2.42483 -9.61564
H 6.73148 -0.78758 -9.15962
H 6.68886 -2.45970 -8.60557
H 6.00427 0.02061 -6.96231
H 6.98633 -1.37717 -6.49230
O 1.09391 5.39005 3.00833
C 2.17285 5.76510 2.66117
C 2.62885 6.06067 1.24398
C 4.14850 6.09046 1.38412
C 4.32170 6.54466 2.82813
O 3.18644 6.01496 3.53161
H 2.22233 7.02823 0.94574
H 2.28635 5.28691 0.56066
H 4.65076 6.73792 0.66789
H 4.54625 5.08215 1.26201
H 4.31057 7.63288 2.92560
H 5.23027 6.16077 3.28651
O -3.00313 4.36980 0.10666
C -3.59457 3.42480 -0.31707
C -3.10448 2.39282 -1.31191
C -4.39503 1.69476 -1.73642
C -5.25609 1.85470 -0.48950
O -4.84653 3.10008 0.09548
H -2.42146 1.71943 -0.79401
H -2.59513 2.87737 -2.14165
H -4.26463 0.65626 -2.03645
H -4.84813 2.23162 -2.57156
H -5.08364 1.05884 0.23877
H -6.31928 1.90258 -0.71308
```

**Total charge**: 0
**Kohn-Sham gap**: 6.77 eV
**E_HOMO**: -7.85 eV
**2S+1**: 1
**SMILES**: CC(=O)N(C)CCCCc1cc2c(c(Cc3ccc(C)cc3)c1P(=O)(O)O)C(=O)c1c(cccc1P(=O)(O)O)C2=O.O=C1CCCO1.O=C1CCCO1.O=C1CCCO1

---

Q: Which formula does entry 2 have?
A: C41H49BaN10O2S2Te

---

Q: The highest total charge belongs to which entry?
A: C41H49Br2MgN5O4SSb

---

Q: Among the records above, which one has the highest 2S+1?
A: C41H49BaN10O2S2Te